[1]
One molecule with the formula C6H9N. Source: OMol25; level of theory: ωB97M-V/def2-TZVPD.

Values from the calculation:
Kohn-Sham gap	7.74	eV
LUMO level	0.6	eV

The geometry in XYZ format:
```
16
Properties=species:S:1:pos:R:3:nbo_charge:R:1
C -1.4289 2.0177 -0.1372 -0.66
C -0.5302 0.8968 0.2910 0.10
C -0.7009 -0.0061 1.3176 -0.40
C 0.3646 -1.9035 -0.3475 -0.56
C 0.5002 -0.7997 1.1776 -0.16
C 1.3063 -0.3679 0.0609 0.00
N 0.6718 0.7199 -0.4354 -0.56
H -2.2604 2.0727 0.5676 0.25
H -1.8431 1.8613 -1.1427 0.21
H -0.9069 2.9836 -0.1394 0.21
H 1.1942 -2.4059 -0.8487 0.22
H -0.3573 -1.4836 -1.0451 0.24
H -0.1418 -2.6465 0.2711 0.25
H 0.8853 -1.5106 1.9060 0.23
H 2.3396 -0.5843 -0.1812 0.23
H 0.9075 1.1562 -1.3147 0.41
```

---

[2]
An isolated ion of composition C8H10NS and charge +1 in a non-equilibrium geometry. Source: OMol25; level of theory: ωB97M-V/def2-TZVPD.

Values from the calculation:
net charge	+1
Kohn-Sham gap	8.00	eV
LUMO level	-5.5	eV

The geometry in XYZ format:
```
20
Properties=species:S:1:pos:R:3:nbo_charge:R:1
C -2.8024 0.6466 0.3134 -0.16
C -1.8532 1.5629 0.2688 -0.18
C -2.6118 -0.7824 -0.1362 -0.28
C -0.4658 1.4969 -0.0499 0.11
C -1.5696 -1.4470 -0.0245 0.07
C 1.0269 -1.2245 -0.7591 -0.59
C 1.5039 0.1278 -0.0991 -0.10
C 2.6092 -0.2719 0.8345 -0.64
N 0.2925 0.6379 0.4769 -0.42
S -0.0854 -2.0861 0.2767 0.71
H -3.9081 0.8544 0.4191 0.26
H -1.9961 2.6424 0.4136 0.25
H -3.3636 -1.1328 -0.8022 0.30
H -0.2222 2.2239 -0.8465 0.19
H 0.5655 -1.0804 -1.7513 0.27
H 1.8156 -1.9197 -1.0092 0.27
H 2.0945 0.8497 -0.7957 0.23
H 2.3670 -1.0099 1.6314 0.22
H 3.1257 0.6246 1.4389 0.25
H 3.4773 -0.7124 0.2003 0.23
```

---

[3]
An isolated ion of composition C5H8NO and charge +1 in a non-equilibrium geometry. Source: OMol25; level of theory: ωB97M-V/def2-TZVPD.

Values from the calculation:
net charge	+1
Kohn-Sham gap	8.71	eV
LUMO level	-5.7	eV

The geometry in XYZ format:
```
15
Properties=species:S:1:pos:R:3:nbo_charge:R:1
C 1.3549 -0.8040 0.8874 -0.19
C 2.4800 0.2942 -0.8310 0.03
C 0.2375 -1.2435 0.4743 0.68
C -1.6869 0.8783 0.4285 -0.69
C -1.7245 -0.3822 -0.4872 -0.06
N 2.0100 0.2387 0.3332 -0.36
O -0.7572 -1.4801 -0.1641 -0.33
H 1.8041 -0.9603 1.9196 0.31
H 2.8565 1.2222 -1.0441 0.20
H 2.5866 -0.4839 -1.6142 0.19
H -1.7984 0.6257 1.5571 0.25
H -0.7012 1.5291 0.2340 0.24
H -2.6208 1.5071 0.0811 0.28
H -1.3887 -0.1201 -1.4307 0.22
H -2.6519 -0.8212 -0.3439 0.23
```

---

[4]
A 18-piece molecular cluster, H36O18 overall in a non-equilibrium geometry. Source: OMol25; level of theory: ωB97M-V/def2-TZVPD.

Values from the calculation:
net charge	-1
Kohn-Sham gap (spin up / spin down)	2.45 / 9.86	eV
LUMO level (spin up / spin down)	2.0 / 1.8	eV
2S+1	2

The geometry in XYZ format:
```
54
Properties=species:S:1:pos:R:3:nbo_charge:R:1
O -2.0037 2.2970 3.3196 -1.00
H -2.3978 2.9700 2.7505 0.48
H -2.7373 1.8178 3.7872 0.49
O 4.3021 1.3952 -4.6320 -0.97
H 3.3574 1.2329 -4.5556 0.44
H 4.6239 0.7051 -4.0242 0.46
O -2.4597 -0.2297 3.4826 -0.99
H -1.6682 0.0942 3.0330 0.50
H -2.9762 -0.6875 2.8098 0.46
O 3.2188 1.6123 3.2597 -0.94
H 2.4845 1.9254 2.6943 0.48
H 3.7491 2.4228 3.2366 0.46
O 4.4761 -3.4764 -0.0039 -0.96
H 4.3319 -4.2413 -0.5553 0.47
H 4.5004 -3.6561 0.9371 0.48
O -5.0253 -0.7687 -0.3033 -0.96
H -5.7543 -1.4218 -0.3296 0.46
H -4.5629 -1.0728 0.4891 0.46
O 0.9687 -4.0363 -4.0275 -0.94
H 1.8747 -3.8954 -3.7460 0.48
H 0.7942 -4.9773 -3.9741 0.47
O 0.7519 -1.8053 -2.1505 -0.98
H 0.3631 -2.6525 -2.3924 0.47
H 0.9737 -1.8273 -1.2094 0.48
O -2.7918 1.9794 -3.7862 -1.01
H -1.8644 2.2382 -3.5169 0.50
H -3.4148 2.5844 -3.3678 0.45
O -0.2888 -0.2175 1.7633 -1.02
H -0.8741 0.0898 1.0166 0.49
H 0.5105 0.3396 1.6139 0.50
O 4.8808 -0.0880 4.1553 -0.99
H 4.1084 -0.3861 4.6404 0.48
H 4.5975 0.4493 3.4042 0.49
O -0.4387 1.5399 4.9801 -0.94
H -1.1060 2.2336 5.0607 0.47
H -0.6543 1.0677 4.1769 0.47
O -2.1471 -0.6121 -1.8686 -0.97
H -2.3082 0.2682 -2.2370 0.48
H -3.0668 -0.9041 -1.8554 0.46
O -0.3361 2.1064 -3.2375 -1.11
H 0.3391 1.5342 -3.6036 0.47
H -0.1910 2.4641 -2.3468 0.38
O 1.5298 0.6833 -0.2696 -1.16
H 2.3829 0.4443 -0.6454 0.45
H 1.1356 1.2476 -0.9630 0.38
O -2.1019 -2.0657 -4.5891 -0.96
H -1.4237 -1.7893 -3.9647 0.49
H -2.9115 -1.6906 -4.2299 0.46
O 1.3930 -0.8389 4.3891 -0.95
H 0.8409 -0.9058 3.5201 0.48
H 0.9201 -1.4955 4.9275 0.46
O -3.5939 2.6234 -0.3888 -0.98
H -4.5818 2.4847 -0.5002 0.45
H -3.3425 2.0047 -1.0914 0.46
```

---

Computed ΔE to the lowest compared entry with this formula, charge and spin, in the same sequence as the records: 107.0; 92.6; 102.3; 32.8 kcal/mol.
Computed total energy, in the same sequence as the records: -7853.5197; -20772.1517; -8840.3264; -37438.3761 eV.